4
Properties=species:S:1:pos:R:3:lowdin_charge:R:1 method="wB97M-V/def2-TZVPD" homo_energy_ev=-0.735 gap_ev=6.9 lumo_ev=6.193 max_force_ev_per_a=3.4 charge=-1 e_above_lowest_ev=0.6048
N 0.01831 -0.36503 -0.13047 -0.383
O 1.20461 0.19612 0.05752 -0.573
H -0.79388 0.50257 -0.70691 0.016
H -0.42904 -0.33366 0.77986 -0.060

---

8
Properties=species:S:1:pos:R:3:lowdin_charge:R:1 method="wB97M-V/def2-TZVPD" homo_energy_ev="-9.974 / -10.343" gap_ev="9.0 / 9.4" lumo_ev="-0.968 / -0.972" max_force_ev_per_a=3.4 charge=0 e_above_lowest_ev=11.5002
N -2.01608 -0.58993 1.38087 -0.344
O 1.93720 -0.47180 -1.25053 0.003
O -0.37774 -1.44684 0.79747 -0.125
O 0.70469 -0.00884 -0.74089 -0.115
O 0.52127 -0.58638 0.59571 -0.208
P -1.93422 0.94962 1.52261 0.786
H 1.78495 -1.41776 -1.42206 0.105
H -0.61441 0.98975 0.88331 -0.102

---

8
Properties=species:S:1:pos:R:3:lowdin_charge:R:1 method="wB97M-V/def2-TZVPD" homo_energy_ev="-4.796 / -4.795" gap_ev="9.0 / 9.0" lumo_ev="4.201 / 4.201" max_force_ev_per_a=3.3 charge=-1 e_above_lowest_ev=0.7144
N 1.19608 -0.30143 0.59900 -0.117
O -1.17208 1.49531 0.75050 -0.391
O -1.00269 0.02356 -1.22238 -0.388
O -1.69660 -0.90001 0.95481 -0.376
O 1.51507 -0.65616 -0.75218 -0.257
S -0.99438 0.14521 0.23903 0.509
H 1.47242 0.68615 0.68304 0.015
H 0.68217 -0.49264 -1.25182 0.005

---

6
Properties=species:S:1:pos:R:3:lowdin_charge:R:1 method="wB97M-V/def2-TZVPD" homo_energy_ev="-9.386 / -8.128" gap_ev="8.0 / 6.1" lumo_ev="-1.379 / -1.979" max_force_ev_per_a=3.9 charge=0 e_above_lowest_ev=3.2586
N 0.41811 0.27425 -0.13898 -0.456
P 3.07662 1.15023 -0.13254 0.259
S 5.09994 -0.44384 0.10724 -0.112
S 1.94982 -0.56680 -0.18004 0.264
H -0.33025 -0.14403 -0.71695 0.029
H -0.00407 0.52326 0.74746 0.015

---

6
Properties=species:S:1:pos:R:3:lowdin_charge:R:1 method="wB97M-V/def2-TZVPD" homo_energy_ev="-8.732 / -8.472" gap_ev="6.8 / 6.5" lumo_ev="-1.885 / -2.012" max_force_ev_per_a=5.3 charge=0 e_above_lowest_ev=2.3837
N 0.16228 0.36218 0.16861 -0.405
P 0.74423 3.27221 0.09266 0.254
S 2.84886 4.01814 -0.51893 -0.174
S 1.47198 1.42231 -0.37948 0.295
H -0.43852 0.37890 -0.63024 -0.017
H 0.61668 -0.46806 0.64196 0.047

---

7
Properties=species:S:1:pos:R:3:lowdin_charge:R:1 method="wB97M-V/def2-TZVPD" homo_energy_ev=-10.085 gap_ev=9.6 lumo_ev=-0.461 max_force_ev_per_a=1.2 charge=0 e_above_lowest_ev=0.0397
O 2.29597 -0.35206 -0.66103 -0.408
O -0.64510 -0.83866 -0.48833 -0.648
O 0.81449 1.30641 0.32715 -0.464
S 1.39206 -0.01973 0.39948 0.856
S -1.77092 -0.47042 0.70561 0.749
H -1.24329 0.72972 1.02640 -0.146
H -0.84321 -0.35526 -1.30928 0.061

---

8
Properties=species:S:1:pos:R:3:lowdin_charge:R:1 method="wB97M-V/def2-TZVPD" homo_energy_ev="-8.739 / -8.683" gap_ev="7.7 / 7.7" lumo_ev="-1.000 / -0.986" max_force_ev_per_a=1.3 charge=0 e_above_lowest_ev=1.7555
O 0.61585 -1.25721 -0.51074 -0.644
O -1.15230 0.54778 -0.92370 -0.758
O -0.05489 -0.67736 1.82937 -0.918
S 0.11903 0.63663 -1.70134 0.827
S 0.04215 0.95175 2.25296 0.763
S -0.52987 -1.30105 0.39079 0.922
H -0.14914 -0.14288 -2.81637 -0.060
H 1.10918 1.24235 1.47902 -0.132

---

7
Properties=species:S:1:pos:R:3:lowdin_charge:R:1 method="wB97M-V/def2-TZVPD" homo_energy_ev=-10.820 gap_ev=9.4 lumo_ev=-1.465 max_force_ev_per_a=2.8 charge=0 e_above_lowest_ev=1.3145
O -0.32241 1.41754 0.47237 -0.501
O 0.78804 -0.98388 -0.74395 -0.517
O 2.83809 -0.36013 0.34987 -0.407
Si -1.34176 0.30059 0.27348 0.621
S 1.77931 0.07748 -0.55366 0.920
H -1.98942 -0.55521 1.28487 -0.057
H -1.75185 0.10361 -1.08298 -0.060

---

8
Properties=species:S:1:pos:R:3:lowdin_charge:R:1 method="wB97M-V/def2-TZVPD" homo_energy_ev=-4.169 gap_ev=8.3 lumo_ev=4.155 max_force_ev_per_a=7.0 charge=-1 e_above_lowest_ev=1.8743
O 1.35739 -0.23880 0.82278 -0.613
O -0.83738 -1.19603 1.97953 -0.339
O -0.26896 -2.02754 -0.20060 -0.321
O -0.90372 0.26148 -0.19298 -0.627
P 0.34554 1.36768 -0.35641 0.668
S -0.25005 -0.95620 0.68895 0.435
H -0.51145 2.11011 -1.20220 -0.158
H 1.06863 0.67929 -1.53908 -0.046

---

7
Properties=species:S:1:pos:R:3:lowdin_charge:R:1 method="wB97M-V/def2-TZVPD" homo_energy_ev=-10.032 gap_ev=8.9 lumo_ev=-1.105 max_force_ev_per_a=3.0 charge=0 e_above_lowest_ev=0.1889
O -1.23520 1.02362 0.46525 -0.429
O -2.12657 -1.05319 -0.42230 -0.422
O 1.24002 -0.06138 -0.60276 -0.123
O 1.73779 -0.12734 0.77674 -0.059
S -2.27592 0.32972 -0.25677 0.873
H 1.87497 0.80170 0.86562 0.065
H 0.78492 -0.91313 -0.82577 0.096

---

8
Properties=species:S:1:pos:R:3:lowdin_charge:R:1 method="wB97M-V/def2-TZVPD" homo_energy_ev=-8.768 gap_ev=7.0 lumo_ev=-1.772 max_force_ev_per_a=2.3 charge=0 e_above_lowest_ev=1.4639
P -0.60421 0.33120 -0.74016 -0.030
P 1.27865 -0.75456 0.90838 -0.343
S 0.06136 -2.09597 -0.00410 0.048
S -0.27955 1.03440 1.07582 0.132
S 2.94172 0.03759 0.11267 0.054
S -2.25426 1.46891 -1.15281 0.301
H 1.11975 -1.05643 2.31947 -0.043
H -2.26347 1.03486 -2.51927 -0.119

---

7
Properties=species:S:1:pos:R:3:lowdin_charge:R:1 method="wB97M-V/def2-TZVPD" homo_energy_ev=-13.573 gap_ev=6.9 lumo_ev=-6.637 max_force_ev_per_a=2.3 charge=+1
P 2.09323 0.55507 -0.79267 0.339
P -0.75068 -1.50250 -0.14911 0.369
P 0.99028 1.07829 1.02869 0.109
P -0.40536 0.67847 -0.74863 0.243
P 1.38049 -1.01981 0.68464 0.115
H -1.64482 1.55642 -0.95230 -0.030
H -1.66315 -1.34595 0.92938 -0.145

---

Number 1: E_tot -3566.771 eV. Number 2: E_tot -18989.595 eV. Number 3: E_tot -20547.104 eV. Number 4: E_tot -32479.091 eV. Number 5: E_tot -32479.966 eV. Number 6: E_tot -27843.987 eV. Number 7: E_tot -38676.880 eV. Number 8: E_tot -24886.589 eV. Number 9: E_tot -28346.529 eV. Number 10: E_tot -19054.009 eV. Number 11: E_tot -61951.076 eV. Number 12: E_tot -46467.283 eV.